[1]
The following is a quantum chemistry calculation of a cluster of 2 separate species, C4H5NO3 in total at a distorted geometry, from the OMol25 dataset.

Element x y z (Å)
1 C -0.130 -2.188 -0.157
2 C 0.479 -1.351 0.488
3 C -0.411 1.270 -0.082
4 C 0.988 -0.264 1.148
5 N 2.769 0.235 -0.066
6 O 3.811 -0.136 0.390
7 O 2.548 0.762 -1.136
8 O 0.374 0.928 1.110
9 H -0.296 -3.054 -0.823
10 H -0.842 2.232 0.006
11 H -1.291 0.651 -0.326
12 H 0.237 1.477 -1.060
13 H 1.492 -0.374 2.116

Its highest occupied orbital energy (spin up / spin down) is -8.53 / -8.53 eV. Its max |F| is 3.7 eV/Å. As for the charge: 0. The calculation puts the HOMO-LUMO gap (spin up / spin down) at 7.6 / 7.6 eV. The calculation puts the energy above the lowest of the compared OMol25 structures with the same formula, charge and spin at 178.60 kcal per mole.

[2]
The following is a quantum chemistry calculation of a cluster of 7 separate species, C28H65BrN2O12S2 in total at a distorted geometry, from the OMol25 dataset.

Element x y z (Å)
1 C 7.019 -3.012 -1.089
2 C 5.664 -2.127 -1.277
3 N 4.801 -2.629 -2.388
4 C 3.673 -3.479 -1.924
5 C 3.564 -4.559 -3.150
6 C 3.152 -6.030 -2.673
7 O 3.851 -6.988 -3.101
8 Br 1.619 -6.492 -1.516
9 O 4.137 -4.290 -0.786
10 S 3.219 -3.981 0.610
11 O 3.771 -2.988 1.595
12 O 2.829 -5.162 1.444
13 O 1.864 -3.452 -0.248
14 C 2.279 -2.755 -1.475
15 S 0.776 -3.112 -2.562
16 C 2.396 -1.158 -1.397
17 C 1.019 -0.392 -1.132
18 O 0.602 0.395 -2.046
19 N 0.203 -0.463 0.081
20 C -1.054 -1.258 -0.116
21 C 0.986 -0.883 1.286
22 H 6.839 -4.124 -1.322
23 H 7.845 -2.663 -1.801
24 H 7.409 -2.894 -0.024
25 H 6.047 -1.087 -1.612
26 H 5.129 -1.955 -0.284
27 H 4.505 -1.888 -3.034
28 H 4.647 -4.649 -3.542
29 H 2.952 -4.161 -4.031
30 H 0.660 -1.990 -3.369
31 H 3.228 -0.865 -0.663
32 H 2.766 -0.811 -2.435
33 H -1.931 -0.524 0.063
34 H -1.191 -2.127 0.610
35 H -1.197 -1.644 -1.184
36 H 0.531 -0.315 2.184
37 H 0.858 -2.001 1.556
38 H 2.085 -0.561 1.252
39 C -1.739 4.029 -2.877
40 C -0.872 4.455 -1.702
41 C 0.569 4.681 -2.132
42 O -0.913 3.449 -0.695
43 H -1.383 3.086 -3.305
44 H -2.769 3.859 -2.552
45 H -1.741 4.790 -3.662
46 H -1.273 5.372 -1.263
47 H 1.006 3.760 -2.533
48 H 1.183 4.975 -1.276
49 H 0.637 5.461 -2.895
50 H -0.559 2.631 -1.076
51 C -3.573 -0.988 4.220
52 C -2.202 -0.343 4.097
53 C -2.220 1.095 4.592
54 O -1.785 -0.369 2.733
55 H -4.312 -0.453 3.615
56 H -3.548 -2.017 3.850
57 H -3.913 -0.998 5.257
58 H -1.471 -0.920 4.671
59 H -2.912 1.703 4.000
60 H -1.231 1.550 4.487
61 H -2.520 1.148 5.642
62 H -2.425 0.140 2.218
63 C -2.897 -0.968 -5.364
64 C -3.341 -0.598 -3.957
65 C -4.170 0.676 -3.955
66 O -2.193 -0.417 -3.130
67 H -2.272 -0.179 -5.796
68 H -2.292 -1.878 -5.349
69 H -3.757 -1.130 -6.019
70 H -3.924 -1.418 -3.528
71 H -3.589 1.521 -4.338
72 H -4.472 0.936 -2.937
73 H -5.069 0.563 -4.568
74 H -1.669 0.307 -3.501
75 C -5.731 -0.619 8.026
76 C -6.190 -1.996 7.571
77 C -6.223 -2.979 8.730
78 O -5.306 -2.481 6.562
79 H -4.717 -0.662 8.437
80 H -5.701 0.074 7.180
81 H -6.399 -0.211 8.788
82 H -7.185 -1.922 7.123
83 H -5.226 -3.103 9.166
84 H -6.544 -3.966 8.387
85 H -6.907 -2.642 9.514
86 H -4.423 -2.550 6.949
87 C 2.452 3.518 4.704
88 C 2.368 2.063 4.269
89 C 3.750 1.474 4.035
90 O 1.604 1.971 3.068
91 H 2.933 4.129 3.933
92 H 1.452 3.931 4.857
93 H 3.019 3.620 5.633
94 H 1.845 1.481 5.032
95 H 4.276 2.014 3.241
96 H 3.674 0.432 3.712
97 H 4.356 1.515 4.944
98 H 2.058 2.483 2.386
99 C 0.492 5.110 -6.642
100 C 0.404 3.719 -6.035
101 C 1.647 2.900 -6.343
102 O -0.745 3.048 -6.550
103 H 0.575 5.056 -7.733
104 H -0.414 5.683 -6.422
105 H 1.355 5.657 -6.253
106 H 0.275 3.798 -4.952
107 H 1.771 2.769 -7.423
108 H 1.565 1.899 -5.910
109 H 2.545 3.380 -5.945
110 H -0.641 2.973 -7.508

Its highest occupied orbital energy is -8.97 eV. Its max |F| is 5.5 eV/Å. As for the charge: 0. The calculation puts the HOMO-LUMO gap at 9.0 eV. As for the SMILES: CCN[C@@]1(CC(=O)Br)OS(=O)(=O)O[C@@]1(S)CC(=O)N(C)C.CC(C)O.CC(C)O.CC(C)O.CC(C)O.CC(C)O.CC(C)O.

[3]
The following is a quantum chemistry calculation of a structure of composition C49H52F3N5OS2V at a distorted geometry, from the OMol25 dataset.

Element x y z (Å)
1 V 13.787 11.375 10.918
2 C 19.499 9.897 8.095
3 C 19.150 9.866 9.601
4 C 17.992 10.767 9.973
5 C 18.064 12.058 10.419
6 C 19.218 12.936 10.588
7 C 19.361 14.063 9.563
8 C 16.688 12.549 10.654
9 C 16.323 13.681 11.341
10 C 15.036 14.066 11.692
11 C 14.675 15.242 12.412
12 C 15.580 16.284 13.016
13 C 16.017 16.044 14.466
14 C 13.256 15.316 12.408
15 C 12.814 14.207 11.621
16 C 11.418 13.862 11.499
17 C 10.965 12.769 10.806
18 N 11.724 11.679 10.465
19 C 10.913 10.808 9.832
20 C 11.366 9.619 9.270
21 C 12.661 9.132 9.211
22 N 13.764 9.822 9.582
23 C 14.845 8.980 9.214
24 C 16.163 9.329 9.384
25 C 16.592 10.501 9.906
26 N 15.802 11.521 10.388
27 C 14.350 7.758 8.683
28 C 12.986 7.813 8.745
29 C 12.004 6.728 8.338
30 C 11.519 5.982 9.599
31 C 15.097 6.621 8.094
32 C 15.128 6.747 6.569
33 C 9.552 11.331 9.740
34 C 9.583 12.481 10.448
35 C 8.416 13.412 10.739
36 C 8.466 14.745 10.016
37 C 8.407 10.650 9.205
38 C 7.804 9.597 10.174
39 N 13.879 13.390 11.278
40 C 12.459 16.367 13.133
41 C 11.914 17.471 12.232
42 H 20.436 9.353 7.851
43 H 19.656 10.905 7.685
44 H 18.602 9.412 7.605
45 H 20.005 10.095 10.235
46 H 18.805 8.839 9.806
47 H 20.139 12.347 10.548
48 H 19.176 13.398 11.642
49 H 19.554 13.664 8.584
50 H 20.200 14.682 9.766
51 H 18.458 14.716 9.462
52 H 17.106 14.430 11.576
53 H 15.023 17.205 12.970
54 H 16.485 16.499 12.367
55 H 15.117 16.021 15.109
56 H 16.562 16.933 14.845
57 H 16.503 15.095 14.651
58 H 10.706 14.555 11.819
59 H 10.596 8.880 9.049
60 H 16.853 8.629 8.924
61 H 12.508 6.056 7.653
62 H 11.202 7.197 7.813
63 H 12.358 5.580 10.151
64 H 10.900 5.154 9.296
65 H 10.921 6.709 10.192
66 H 14.569 5.768 8.449
67 H 16.130 6.465 8.502
68 H 14.140 6.622 6.031
69 H 15.807 6.054 6.101
70 H 15.485 7.756 6.396
71 H 8.507 13.600 11.823
72 H 7.503 12.870 10.469
73 H 9.248 15.368 10.459
74 H 7.444 15.246 10.103
75 H 8.710 14.673 8.940
76 H 8.625 10.270 8.229
77 H 7.643 11.366 8.933
78 H 8.551 8.897 10.550
79 H 7.064 9.008 9.613
80 H 7.359 10.089 11.011
81 H 13.045 16.769 13.983
82 H 11.639 15.803 13.622
83 H 12.780 18.041 11.896
84 H 11.212 18.181 12.739
85 H 11.500 17.107 11.312
86 S 15.075 8.807 12.650
87 C 16.655 9.478 13.079
88 C 17.827 8.817 12.811
89 C 19.055 9.394 13.234
90 C 19.042 10.554 14.005
91 C 17.845 11.216 14.290
92 C 16.668 10.675 13.827
93 S 15.083 11.433 14.104
94 H 17.775 7.940 12.173
95 H 19.905 8.798 13.069
96 H 19.956 10.871 14.545
97 H 17.860 12.069 14.967
98 F 8.929 15.936 13.422
99 C 8.745 15.802 14.731
100 F 9.100 16.996 15.302
101 F 7.457 15.575 14.900
102 C 9.713 14.786 15.297
103 C 10.343 15.033 16.539
104 C 11.353 14.205 16.996
105 N 11.876 13.244 16.262
106 C 11.296 13.058 15.064
107 C 10.201 13.759 14.522
108 H 10.098 15.974 17.097
109 H 11.876 14.378 17.965
110 H 11.749 12.289 14.489
111 H 9.854 13.560 13.521
112 O 13.067 10.655 12.421
113 C 14.376 10.493 12.674

Its highest occupied orbital energy (spin up / spin down) is -6.76 / -6.73 eV. Its max |F| is 3.1 eV/Å. As for the charge: 0. The expectation value of S² is 0.825. The calculation puts the HOMO-LUMO gap (spin up / spin down) at 5.7 / 5.7 eV. The calculation puts the energy above the lowest of the compared OMol25 structures with the same formula, charge and spin at 40.22 kcal per mole. Its spin multiplicity is 2.